Molecular formula: C4H6O2
Method: DFT, the ωB97M-V functional and the def2-TZVPD basis

```
12
C4H6O2 (the ωB97M-V functional and the def2-TZVPD basis)
C -0.26997 -1.34548 -0.82690
C -0.63008 -0.17976 0.02717
O -1.07245 -0.28900 1.18652
C -0.03146 1.10558 -0.28658
C 0.80663 0.57895 1.13363
O 1.60903 -0.29912 1.29072
H 0.72252 -1.19882 -1.26310
H -0.98300 -1.43835 -1.64740
H -0.27244 -2.23734 -0.20825
H 0.59763 1.25718 -1.16612
H -0.56556 1.99267 0.06915
H 0.50232 1.36341 1.81297
```

Calculated values
E_HOMO ... -9.49 eV
LUMO ... 0.90 eV
HOMO-LUMO gap ... 10.392 eV
Relative energy (zero: lowest compared OMol25 entry of this formula, charge and spin) ... 245.93 kJ/mol

Atomic partial charges in e from the Löwdin method, atoms 1 to 8:
1. C 0.004
2. C -0.522
3. O 0.038
4. C 0.003
5. C -0.232
6. O 0.069
7. H 0.097
8. H 0.095